The following is a quantum chemistry calculation of one molecule with the formula C15H23ClN4O4S, from the OMol25 dataset.

Geometry as XYZ:
```
48
Properties=species:S:1:pos:R:3:forces:R:3
C -0.305637 1.630334 2.094693 0.1 0.0 0.0
O -0.846250 0.590122 1.293532 -0.1 0.0 -0.1
C -1.847779 0.944178 0.340236 0.0 0.0 0.1
C -1.231241 1.470240 -0.965575 0.0 0.0 -0.1
O -1.936405 1.936248 -1.849679 0.1 0.0 0.1
N 0.094078 1.287127 -1.081551 0.1 0.0 -0.1
C 0.782467 1.626997 -2.307054 -0.1 -0.1 -0.2
C 2.176321 0.974571 -2.468505 0.3 0.3 0.3
C 2.407216 0.589421 -3.916594 0.0 0.0 -0.1
O 2.300527 1.779535 -4.676409 0.0 -0.1 -0.1
N 2.465213 -0.189904 -1.645317 -0.5 -0.2 -0.1
C 2.644069 -0.115017 -0.302287 0.6 0.1 -0.1
O 2.641292 0.949803 0.290622 -0.2 0.0 0.0
C 2.901450 -1.428713 0.414421 0.1 0.0 0.0
C 1.648845 -1.938995 1.048697 -0.1 0.0 0.2
C 0.719255 -2.860260 0.532777 0.0 0.0 0.0
C -0.243513 -2.925524 1.511059 0.0 0.0 0.0
Cl -1.672369 -3.858632 1.579299 -0.1 0.0 0.0
N 0.116642 -2.102359 2.511865 0.0 0.0 0.0
C -0.635605 -1.740032 3.694692 0.0 0.1 0.0
N 1.275297 -1.490189 2.239255 0.1 0.0 0.0
C -2.601805 -0.358448 0.023420 0.0 -0.1 0.0
C -3.888137 -0.445047 0.868957 0.0 0.0 0.0
S -3.862547 0.930314 2.055768 0.0 0.0 0.0
C -2.888474 1.913346 0.892615 0.0 0.0 0.1
H 0.625995 1.242953 2.502728 0.0 0.0 0.0
H -0.080952 2.529494 1.512564 0.0 0.0 0.0
H -0.978635 1.890381 2.916837 0.0 0.0 0.0
H 0.612779 0.978015 -0.276782 0.0 0.1 0.1
H 0.137847 1.325477 -3.136700 0.0 0.0 0.0
H 0.900899 2.708290 -2.401273 0.0 0.0 0.0
H 2.922309 1.728532 -2.206686 0.0 0.0 0.0
H 3.396985 0.129546 -4.020901 0.0 0.1 0.0
H 1.648125 -0.142390 -4.227377 0.0 0.0 0.0
H 2.390759 1.568947 -5.610869 0.0 0.0 0.1
H 2.411346 -1.102942 -2.065191 -0.1 0.0 0.0
H 3.318540 -2.172686 -0.266959 -0.1 0.0 0.0
H 3.640932 -1.217986 1.186067 0.0 0.0 0.0
H 0.747010 -3.408208 -0.392819 0.0 0.0 0.0
H 0.076628 -1.470914 4.469346 0.0 0.0 0.0
H -1.284628 -0.889650 3.477650 0.0 0.0 0.0
H -1.231483 -2.588054 4.021733 0.0 0.0 0.0
H -2.852731 -0.402835 -1.035911 0.0 0.1 0.0
H -1.928530 -1.187920 0.237718 0.0 0.0 0.0
H -4.771253 -0.352176 0.238504 0.0 0.0 0.0
H -3.959056 -1.382802 1.418383 0.0 0.0 0.0
H -2.445708 2.766010 1.402235 0.0 0.0 0.0
H -3.510089 2.281786 0.078784 0.0 0.0 -0.1
```
Positions in Å, forces in eV/Å.

The SMILES is CO[C@@]1(C(=O)NC[C@H](CO)NC(=O)Cc2cc(Cl)n(C)n2)CCSC1. As for the molecular weight: 390.893 g mol⁻¹. As for the multiplicity: 1. The value obtained for the LUMO energy is 0.44 eV. The highest occupied orbital energy comes out at -8.45 eV.

=====

The following is a quantum chemistry calculation of C2H3IrO2 as an isolated structure in a non-equilibrium geometry, from the OMol25 dataset.

Geometry as XYZ:
```
8
Properties=species:S:1:pos:R:3:forces:R:3
C -0.596105 0.290428 0.435700 -0.4 -1.2 1.4
C 0.320964 -0.456227 -0.353522 0.2 0.5 -3.6
O 1.565556 -0.205250 -0.436837 -6.3 -2.8 -0.7
O -1.864142 0.161488 0.250141 1.7 -0.7 0.6
H -0.134559 -0.970256 -1.216633 0.3 -0.8 0.1
H -2.286526 0.952515 -0.120635 -1.4 1.3 -0.3
Ir 3.067556 0.485086 0.071249 6.9 2.8 1.8
H -0.072745 -0.257784 1.370539 -1.0 1.0 0.6
```
Positions in Å, forces in eV/Å.

As for the molecular weight: 251.261 g mol⁻¹. Its expectation value of S² is 8.780. As for the multiplicity: 6. As for the charge: +3. The value obtained for the LUMO energy (alpha / beta) is -16.79 / -20.56 eV. The highest occupied orbital energy (alpha / beta) comes out at -26.74 / -27.09 eV.

=====

The following is a quantum chemistry calculation of an isolated ion of composition C2H7N3P and charge +1 in a non-equilibrium geometry, from the OMol25 dataset.

Geometry as XYZ:
```
13
Properties=species:S:1:pos:R:3:forces:R:3
C -0.620454 -0.842387 0.397465 0.4 -1.3 -0.8
C -0.577173 0.433945 1.139270 0.4 0.3 4.0
N 1.012772 -1.767459 -1.015842 -3.3 -0.5 3.0
N 1.077760 1.083496 -0.577834 1.2 -0.1 -2.8
N 0.374560 -0.806179 -0.641416 1.4 0.8 -1.9
P -0.093219 1.928432 0.146468 -2.2 -0.2 0.1
H -0.208797 -1.701153 0.922649 -0.6 0.0 1.0
H -1.608222 -1.148833 -0.019712 0.7 0.5 0.0
H -1.380998 0.346626 1.929984 0.3 1.2 -1.3
H 0.300886 0.437530 1.869586 -0.7 -0.3 -1.1
H 1.494820 -1.574906 -1.814895 2.6 1.0 -2.8
H 1.438878 1.470554 -1.552430 -1.1 -1.3 2.2
H -1.210815 2.140334 -0.783293 0.8 -0.1 0.5
```
Positions in Å, forces in eV/Å.

The SMILES is [H]/N=N/CC[PH]#[NH+]. As for the molecular weight: 104.073 g mol⁻¹. As for the multiplicity: 1. As for the charge: +1. The value obtained for the LUMO energy (alpha / beta) is -6.56 / -6.55 eV. The highest occupied orbital energy (alpha / beta) comes out at -14.01 / -13.98 eV.

=====

The following is a quantum chemistry calculation of a 3-piece molecular cluster, C5H16N2O2 overall in a non-equilibrium geometry, from the OMol25 dataset.

Geometry as XYZ:
```
25
Properties=species:S:1:pos:R:3:forces:R:3
C -0.749748 -1.317545 1.261424 -1.1 -0.5 1.2
C 1.436847 -1.216385 -1.322500 0.0 0.2 0.1
C 2.373829 0.180919 0.405189 -0.2 0.0 -0.2
C -1.927617 -1.283889 0.615136 0.7 -0.2 0.1
N 1.162167 -0.329120 -0.206979 -0.1 0.8 -0.5
O -0.399240 -0.409385 2.224937 0.2 -0.3 -0.3
O 0.037273 -2.414907 1.303473 -0.2 0.7 -0.2
H -1.055175 0.294250 2.249810 0.0 0.0 -0.1
H 0.878492 -2.135945 1.683322 0.1 0.0 -0.1
H 1.970518 -2.095876 -0.958398 0.0 -0.1 -0.1
H 2.043771 -0.743188 -2.108677 0.0 -0.1 0.0
H 0.492027 -1.536037 -1.756173 0.0 -0.1 -0.1
H 2.105778 0.823825 1.241836 0.1 0.0 0.1
H 2.964385 -0.655831 0.785174 0.1 0.0 0.1
H 3.006620 0.751559 -0.291280 0.1 0.0 0.0
H -2.680956 -0.566186 0.890678 0.0 0.3 -0.1
H -2.182716 -2.081356 -0.055913 -0.1 -0.2 -0.1
H -1.493218 0.502073 -0.917182 0.2 0.5 -0.2
C -1.468860 2.497311 -0.425348 -0.2 0.0 0.0
N -1.059907 1.374113 -1.253579 -0.3 -0.5 -0.2
H -1.355006 1.515568 -2.213111 0.0 -0.1 0.1
H 0.572854 0.457616 -0.552707 0.6 -0.7 0.3
H -1.085851 2.339231 0.583410 0.0 0.1 0.1
H -1.029016 3.412732 -0.820359 0.0 0.0 0.1
H -2.557252 2.636453 -0.362184 0.1 0.0 0.0
```
Positions in Å, forces in eV/Å.

The SMILES is C=C(O)O.CNC.CN. As for the molecular weight: 136.195 g mol⁻¹. As for the multiplicity: 1. The value obtained for the LUMO energy is 0.73 eV. The highest occupied orbital energy comes out at -8.19 eV.

=====

The following is a quantum chemistry calculation of a 11-piece molecular cluster, C6H33NO11 overall in a non-equilibrium geometry, from the OMol25 dataset.

Geometry as XYZ:
```
51
Properties=species:S:1:pos:R:3:forces:R:3
C -1.877086 -0.935336 -1.141047 -1.1 -2.2 -2.0
C -0.703093 -0.235267 -0.605539 4.4 1.1 -0.3
N 0.223981 -0.910628 0.252651 0.1 1.2 1.2
C 1.084452 0.061170 1.125747 -2.3 -0.1 -3.4
C 2.046784 0.822330 0.305585 0.2 0.7 -1.7
C -0.124549 -2.087637 1.051872 -2.3 1.4 1.7
C 0.136617 -3.380812 0.410576 0.4 -3.4 -1.1
O -0.277807 0.873355 -0.997786 -1.9 -1.8 0.0
H -2.156799 -0.598000 -2.247027 0.2 0.1 2.8
H -2.674549 -0.958150 -0.320937 0.7 0.1 -1.5
H -1.596317 -2.032411 -1.409620 -0.4 1.6 1.0
H 0.424847 0.746528 1.528182 -1.6 1.1 1.3
H 1.467339 -0.528990 1.881068 1.2 -1.1 1.4
H 2.846267 1.033735 0.958138 1.9 -0.3 0.2
H 2.178702 0.202339 -0.606192 1.1 0.8 0.6
H 1.817378 1.863378 -0.036649 -0.7 -1.2 0.5
H 0.533181 -2.151647 2.004260 -1.4 0.6 -1.4
H -1.277598 -1.932791 1.379490 2.9 -0.8 -0.4
H -0.328590 -4.158801 1.049813 0.6 0.2 0.0
H -0.275102 -3.668720 -0.581449 -0.1 1.0 0.3
H 1.228675 -3.656201 0.282112 -1.2 0.5 0.5
H -3.767763 2.543155 0.831468 -0.2 -1.2 -1.1
H -3.590100 1.895494 -0.613957 -0.3 0.0 1.1
O -3.940609 1.720454 0.292382 0.0 1.3 -0.1
H 2.603452 -1.672087 -2.835059 -1.3 1.1 -0.7
H 1.503028 -1.639324 -1.940384 -0.8 0.4 0.2
O 1.690085 -1.242394 -2.803098 2.0 -2.1 0.9
H 3.306885 -2.605435 0.191093 3.9 -6.0 6.1
H 2.245756 -1.685930 0.052116 -0.6 0.6 0.0
O 2.992838 -2.077163 -0.387224 -3.0 5.3 -6.2
H -3.307372 -2.499970 1.662017 0.9 -1.3 -0.9
H -2.330619 -3.514143 0.822537 0.3 0.5 -1.0
O -2.897074 -3.409936 1.565927 -1.7 0.7 1.8
H -1.871068 1.600405 0.716637 -0.8 -2.0 -0.2
H -0.699069 2.321027 0.054032 1.1 -0.7 -1.4
O -1.395981 2.389163 0.668441 -0.2 3.4 2.3
H 1.094724 4.319506 0.287415 0.3 0.1 0.1
H 1.816848 3.629722 1.403223 -0.4 -1.7 2.6
O 1.969690 4.146293 0.664378 0.1 1.8 -2.7
H 0.134379 2.813438 2.443851 1.6 -1.1 0.3
H 0.804462 2.975634 3.695094 -0.1 1.9 3.9
O 0.978048 2.523198 2.936087 -1.7 -0.8 -4.3
H 1.846163 0.218767 -3.365853 -0.1 1.4 -2.9
H 1.220646 1.147235 -4.621733 -0.1 -0.4 0.3
O 2.036326 0.820691 -4.225465 0.0 -1.3 1.7
H -3.942486 0.289415 1.253549 0.9 -0.9 1.3
H -3.120603 -0.379581 2.597265 -1.0 0.5 -1.4
O -3.642711 -0.528073 1.767576 0.3 0.1 0.3
H 1.919788 1.999672 -3.057993 0.5 -2.0 -1.0
H 1.805303 2.729752 -1.730190 -0.1 -0.7 5.2
O 1.840299 2.803568 -2.607377 -0.2 3.7 -3.8
```
Positions in Å, forces in eV/Å.

The SMILES is CCN(CC)C(C)=O.O.O.O.O.O.O.O.O.O.O. As for the molecular weight: 295.326 g mol⁻¹. As for the multiplicity: 1. The value obtained for the LUMO energy is -0.11 eV. The highest occupied orbital energy comes out at -9.87 eV.

=====

The following is a quantum chemistry calculation of C30H35Cl2N2O2PPtS3 as an isolated structure, from the OMol25 dataset.

Geometry as XYZ:
```
76
Properties=species:S:1:pos:R:3:forces:R:3
Pt 0.341801 -0.137100 -0.182602 -0.2 -0.7 0.4
O -3.781439 -2.455706 -0.422808 -0.3 -0.2 -0.1
C -4.214435 -2.183802 0.823527 0.1 0.1 0.1
C -5.470074 -2.661302 1.202219 0.0 0.0 -0.1
C -5.965106 -2.397946 2.461795 0.0 0.0 0.0
C -5.214187 -1.666259 3.377748 0.1 0.1 0.1
C -3.968007 -1.198181 3.016417 0.0 -0.1 -0.2
C -3.453996 -1.435693 1.737911 0.1 0.0 -0.1
C -2.122007 -0.902782 1.346057 0.2 0.3 0.4
O -1.686996 -1.165380 0.167102 0.6 0.1 -0.3
N -1.504492 -0.177316 2.245918 -0.7 -0.2 0.3
N -0.266625 0.314449 1.940644 0.5 0.1 -0.8
C 0.235265 0.993141 2.910297 -0.5 -0.3 0.1
S 1.812387 1.730248 2.952613 0.1 0.1 0.0
C 1.792648 1.961772 4.758280 0.1 -0.1 -0.2
C 0.388347 2.331784 5.169194 -0.2 -0.1 -0.1
S -0.764039 1.178090 4.354407 0.2 0.1 0.1
H -2.881608 -2.071629 -0.499005 0.1 0.0 0.0
H -6.032476 -3.242897 0.483214 0.0 0.0 0.0
H -6.945603 -2.764753 2.738773 0.0 0.0 0.0
H -5.596112 -1.465046 4.370057 0.0 0.0 0.0
H -3.360313 -0.638420 3.710997 0.0 0.1 0.0
H 2.515239 2.743838 4.988155 0.0 0.0 0.0
H 2.108338 1.027848 5.221446 0.0 0.0 0.0
H 0.137510 3.348372 4.867988 0.1 0.0 0.0
H 0.249853 2.228338 6.244923 0.0 0.0 0.0
Cl 2.761703 0.965368 -0.085251 0.0 0.4 -0.1
C 3.823867 -0.397367 -0.158386 0.3 -0.5 0.0
C 5.159886 -0.127188 -0.402459 0.0 0.1 0.0
C 6.072020 -1.163663 -0.444527 0.0 0.0 0.0
C 5.637242 -2.462167 -0.229451 0.1 0.0 0.0
C 4.299195 -2.715389 0.003742 -0.1 0.3 0.0
Cl 3.805728 -4.353204 0.251387 0.0 -0.1 0.0
C 3.326556 -1.692519 0.034422 0.1 0.0 0.0
S 1.655700 -2.118359 0.289990 -0.5 0.4 0.0
H 5.472843 0.896464 -0.560251 0.0 0.0 0.0
H 7.115535 -0.962058 -0.642646 0.0 0.0 0.0
H 6.339016 -3.284545 -0.243712 0.0 0.0 0.0
C -1.716574 1.850802 -4.302034 0.0 0.0 0.1
C -1.822937 0.976667 -3.052149 0.0 -0.2 0.3
C -1.517020 -0.485040 -3.418786 0.0 0.0 0.1
C -3.238906 1.027989 -2.473371 0.0 0.0 0.1
P -0.559246 1.471588 -1.729553 0.3 0.3 -0.1
C 0.941929 1.734261 -2.768524 0.0 -0.2 0.1
C 1.619140 0.562421 -3.136289 -0.1 0.1 0.0
C 2.776383 0.599879 -3.892587 0.0 0.0 0.0
C 3.310351 1.824093 -4.271798 0.0 -0.1 0.0
C 2.662963 2.991675 -3.906263 0.0 0.1 0.0
C 1.481659 2.949092 -3.176146 -0.1 0.1 0.0
C -1.048692 3.090320 -0.905858 0.1 -0.2 0.0
C 0.191279 3.567287 -0.138788 0.1 0.0 -0.1
C -1.550457 4.202299 -1.827295 0.0 -0.1 0.0
C -2.127538 2.742194 0.131611 0.0 -0.1 0.0
H -2.350511 1.429043 -5.085848 0.0 0.0 0.0
H -0.695338 1.881434 -4.679219 0.0 0.0 -0.1
H -2.047305 2.872273 -4.115681 0.0 0.0 0.0
H -2.353233 -0.901901 -3.984002 0.0 0.1 0.0
H -1.381975 -1.094042 -2.521777 0.0 -0.1 -0.1
H -0.625891 -0.561939 -4.040435 0.0 0.0 0.0
H -3.934464 0.593005 -3.194245 0.0 0.0 0.0
H -3.566328 2.048521 -2.277461 0.0 0.0 0.0
H -3.304356 0.445837 -1.551134 -0.1 0.0 0.0
H 1.241664 -0.399407 -2.805509 0.0 0.0 0.0
H 3.267208 -0.325835 -4.164605 0.0 0.0 0.0
H 4.226445 1.861362 -4.846980 0.0 0.0 0.0
H 3.080093 3.949563 -4.190712 0.0 0.0 0.0
H 0.998528 3.882678 -2.923242 0.1 -0.1 0.0
H 0.979327 3.919504 -0.804702 0.0 0.0 0.1
H 0.596477 2.763428 0.476809 0.0 0.0 0.1
H -0.083577 4.386629 0.529239 0.0 0.0 0.0
H -0.861107 4.410024 -2.644886 -0.1 0.0 0.0
H -1.656097 5.117417 -1.239244 0.0 0.0 0.0
H -2.526624 3.965590 -2.249940 0.0 0.0 0.0
H -1.800453 1.924572 0.777415 -0.1 0.1 0.0
H -3.069399 2.450214 -0.327994 0.0 0.0 0.1
H -2.319288 3.612911 0.763250 0.0 0.0 0.0
```
Positions in Å, forces in eV/Å.

As for the molecular weight: 848.781 g mol⁻¹. Its expectation value of S² is 2.008. As for the multiplicity: 3. The value obtained for the LUMO energy (alpha / beta) is 0.27 / -1.19 eV. The highest occupied orbital energy (alpha / beta) comes out at -7.41 / -7.53 eV.